1.
{
  "formula": "C21H23Cl2N3O4",
  "method": "ωB97M-V/def2-TZVPD",
  "elements": ["Cl", "Cl", "O", "O", "O", "O", "N", "N", "N", "C", "C", "C", "C", "C", "C", "C", "C", "C", "C", "C", "C", "C", "C", "C", "C", "C", "C", "C", "C", "C", "H", "H", "H", "H", "H", "H", "H", "H", "H", "H", "H", "H", "H", "H", "H", "H", "H", "H", "H", "H", "H", "H", "H"],
  "positions_angstrom": [[-6.585, 1.303, 0.538], [-5.879, 0.631, -2.440], [0.829, 0.900, -0.208], [3.510, 1.040, -0.829], [-2.102, -2.540, 2.271], [0.228, 1.742, 2.631], [-0.485, -1.611, 0.992], [-1.622, 0.897, 1.659], [0.752, 3.099, 0.259], [1.351, -3.203, 0.625], [0.637, -1.902, -1.909], [2.830, 2.135, -0.429], [-0.369, -2.787, -1.177], [-2.625, 0.875, 0.659], [-0.621, 1.801, 1.764], [-4.952, 1.021, 0.072], [-0.110, -2.847, 0.332], [-3.948, 1.093, 1.024], [4.770, 1.407, -1.047], [-0.603, 2.960, 0.757], [2.063, -2.358, -1.620], [-2.313, 0.580, -0.665], [4.941, 2.739, -0.798], [-1.658, -0.213, 2.595], [3.679, 3.217, -0.394], [-3.316, 0.509, -1.613], [-1.442, -1.579, 1.929], [1.408, 1.973, -0.111], [-4.638, 0.726, -1.253], [2.324, -2.294, -0.119], [1.519, -4.238, 0.317], [1.524, -3.141, 1.702], [-1.286, 0.410, -0.943], [-0.859, -0.047, 3.324], [5.846, 3.302, -0.889], [0.037, -0.778, 0.755], [1.280, 3.913, 0.521], [-2.617, -0.248, 3.116], [2.208, -1.262, 0.216], [-0.886, 3.876, 1.276], [-1.386, -2.427, -1.349], [0.439, -1.941, -2.982], [-1.290, 2.782, -0.073], [-3.080, 0.274, -2.639], [0.536, -0.868, -1.584], [-4.202, 1.320, 2.047], [2.770, -1.714, -2.147], [3.444, 4.225, -0.119], [2.206, -3.382, -1.976], [-0.302, -3.804, -1.570], [5.456, 0.649, -1.372], [-0.762, -3.611, 0.773], [3.349, -2.602, 0.099]],
  "smiles": "O=C(CN(C(=O)CNC(=O)c1ccco1)c1ccc(Cl)c(Cl)c1)NC1CCCCC1",
  "spin_multiplicity": 1,
  "e_tot_ha": -2199.71019,
  "e_homo_ev": -9.06,
  "de_lowest_kj_mol": 0.0,
  "fmax_ev_per_a": 0.987
}

---

2.
{
  "formula": "C21H23ClN2O5S2SiW",
  "method": "ωB97M-V/def2-TZVPD",
  "elements": ["W", "Cl", "S", "S", "Si", "O", "O", "O", "O", "O", "N", "N", "C", "C", "C", "C", "C", "C", "C", "C", "C", "C", "C", "C", "C", "C", "C", "C", "C", "C", "C", "C", "C", "H", "H", "H", "H", "H", "H", "H", "H", "H", "H", "H", "H", "H", "H", "H", "H", "H", "H", "H", "H", "H", "H", "H"],
  "positions_angstrom": [[2.604, 1.138, 1.055], [4.445, 3.299, 0.907], [1.213, -1.097, 2.685], [-0.446, -3.220, 1.643], [-2.061, 3.271, 1.298], [4.731, 1.752, 0.780], [2.869, 3.241, 0.680], [3.530, -0.627, 1.071], [2.954, 1.375, 2.708], [2.801, 1.103, -0.963], [0.726, -1.430, 0.057], [1.341, -0.299, -0.070], [5.092, -3.221, -0.917], [-1.325, -3.495, 0.073], [-2.387, 4.030, -0.376], [-1.938, 4.592, 2.612], [-2.318, -1.568, -1.198], [0.525, -1.842, 1.291], [-0.442, 2.400, 1.216], [-4.591, -0.872, -0.835], [4.760, -2.416, 0.160], [4.485, -3.032, -2.151], [1.327, 0.000, -2.536], [2.164, -0.102, -1.283], [-2.450, -2.545, -0.219], [-3.659, -2.666, 0.460], [0.680, 1.935, 1.157], [-4.724, -1.835, 0.155], [3.531, -2.034, -2.303], [3.187, -1.224, -1.235], [-3.385, -0.736, -1.506], [-3.396, 2.043, 1.733], [3.815, -1.411, 0.002], [-3.769, -3.425, 1.226], [-2.445, 3.264, -1.149], [1.976, 0.220, -3.381], [5.834, -3.999, -0.793], [0.622, 0.821, -2.410], [-1.704, -4.511, 0.196], [-1.748, 4.147, 3.589], [-5.660, -1.944, 0.686], [-5.422, -0.223, -1.075], [-1.375, -1.465, -1.722], [3.048, -1.891, -3.260], [-3.331, 4.578, -0.366], [-0.579, -3.501, -0.720], [0.788, -0.929, -2.724], [-1.120, 5.278, 2.391], [5.226, -2.539, 1.128], [-3.194, 1.567, 2.694], [-4.366, 2.540, 1.795], [-2.863, 5.168, 2.673], [-3.460, 1.256, 0.983], [-3.272, 0.020, -2.271], [4.749, -3.660, -2.991], [-1.591, 4.723, -0.649]],
  "spin_multiplicity": 3,
  "e_tot_ha": -2912.68770,
  "e_homo_ev": [-8.55, -8.52],
  "de_lowest_kj_mol": 14.7,
  "s2": 2.023,
  "fmax_ev_per_a": 0.800
}

---

3.
{
  "formula": "C21H23ClN4O3S",
  "method": "ωB97M-V/def2-TZVPD",
  "elements": ["Cl", "S", "O", "O", "O", "N", "N", "N", "N", "C", "C", "C", "C", "C", "C", "C", "C", "C", "C", "C", "C", "C", "C", "C", "C", "C", "C", "C", "C", "C", "H", "H", "H", "H", "H", "H", "H", "H", "H", "H", "H", "H", "H", "H", "H", "H", "H", "H", "H", "H", "H", "H", "H"],
  "positions_angstrom": [[-2.838, 2.564, 0.395], [2.703, -0.071, -0.841], [3.083, 0.220, -2.196], [-1.908, 1.241, 3.023], [2.653, -1.440, -0.421], [-1.642, -0.873, 2.304], [-1.566, -1.874, 0.092], [-0.865, -2.794, -0.581], [3.629, 0.765, 0.256], [-1.326, 1.833, 0.049], [-0.779, 0.901, 0.932], [4.585, 0.007, 1.036], [-2.525, -1.099, -0.573], [3.248, 3.128, 0.801], [-2.292, -0.753, -1.900], [-1.177, -1.833, 1.398], [-0.207, -2.797, 1.557], [0.935, -4.397, -0.137], [-4.628, 0.046, -0.639], [-0.047, -3.366, 0.277], [0.469, 0.362, 0.641], [-4.391, 0.408, -1.954], [5.787, -0.462, 0.221], [-1.497, 0.477, 2.181], [1.108, 0.687, -0.535], [0.542, 1.572, -1.434], [-3.701, -0.710, 0.056], [-3.226, 0.001, -2.584], [-0.670, 2.165, -1.131], [3.948, 2.127, -0.116], [2.170, 3.001, 0.752], [6.346, 0.382, -0.176], [-1.380, -1.088, -2.368], [5.439, -1.071, -0.610], [0.322, -3.045, 2.455], [5.030, 2.284, -0.079], [4.045, -0.862, 1.415], [-5.540, 0.352, -0.149], [3.497, 4.142, 0.499], [-5.117, 1.001, -2.489], [4.900, 0.627, 1.880], [0.955, -0.323, 1.316], [-1.124, 2.874, -1.805], [-3.043, 0.273, -3.612], [-3.899, -1.002, 1.076], [-2.022, -1.196, 3.185], [3.566, 2.983, 1.830], [1.060, 1.784, -2.356], [1.070, -5.140, 0.644], [6.451, -1.056, 0.845], [3.623, 2.268, -1.149], [1.888, -3.902, -0.326], [0.604, -4.875, -1.054]],
  "smiles": "CCN(CC)S(=O)(=O)c1ccc(Cl)c(C(=O)Nc2cc(C)nn2-c2ccccc2)c1",
  "spin_multiplicity": 1,
  "e_tot_ha": -2117.16175,
  "e_homo_ev": -8.60,
  "de_lowest_kj_mol": 90.3,
  "fmax_ev_per_a": 1.091
}

---

4.
{
  "formula": "C21H23FN2O2",
  "method": "ωB97M-V/def2-TZVPD",
  "elements": ["F", "O", "O", "N", "N", "C", "C", "C", "C", "C", "C", "C", "C", "C", "C", "C", "C", "C", "C", "C", "C", "C", "C", "C", "C", "C", "H", "H", "H", "H", "H", "H", "H", "H", "H", "H", "H", "H", "H", "H", "H", "H", "H", "H", "H", "H", "H", "H", "H"],
  "positions_angstrom": [[7.539, 2.977, 2.079], [0.832, -3.321, 0.458], [-0.796, -1.679, -2.102], [0.881, -1.217, -0.123], [2.404, 1.386, 0.885], [-6.093, 0.703, -0.238], [4.403, 2.512, -0.009], [3.721, 1.677, 0.903], [-4.017, -0.288, -1.454], [0.151, -2.780, -1.848], [2.116, 1.074, -0.636], [0.556, -2.399, -0.420], [-2.838, -0.676, -2.077], [-3.548, -1.907, 0.290], [1.445, 0.512, 1.500], [-5.759, -0.730, 0.575], [4.302, 1.467, 2.205], [5.453, 1.919, 2.589], [0.822, 0.102, -0.909], [-5.155, 0.758, -1.622], [6.373, 2.364, 1.630], [1.503, -0.830, 1.247], [5.890, 2.724, 0.279], [-2.055, -1.549, -1.446], [-4.405, -1.126, -0.194], [-2.320, -2.209, -0.352], [-1.637, -3.240, 0.006], [-2.719, 0.029, -2.853], [2.004, 1.822, -1.527], [3.686, 0.971, 3.153], [0.753, -0.018, -2.043], [-5.622, 0.211, -2.560], [-5.468, 1.423, 0.481], [0.957, -2.649, -2.637], [-3.770, -2.576, 0.996], [-4.931, 1.607, -2.032], [-5.610, -0.660, 1.502], [5.823, 1.841, 3.650], [-6.953, 0.943, -0.517], [2.904, 0.453, -1.202], [4.087, 2.427, -0.900], [6.366, 3.316, -0.484], [2.563, -1.402, 1.606], [-6.456, -1.419, 0.048], [0.520, 0.994, 1.601], [-0.450, -3.565, -1.735], [1.856, 0.735, 2.801], [-0.110, 0.799, -0.601], [0.803, -1.505, 2.041]],
  "spin_multiplicity": 1,
  "e_tot_ha": -1173.37735,
  "e_homo_ev": -7.98,
  "de_lowest_kj_mol": 1513.2,
  "fmax_ev_per_a": 13.262
}